{
  "formula": "C5H8N2S",
  "method": "ωB97M-V/def2-TZVPD",
  "symbols": ["C", "N", "N", "C", "C", "C", "S", "C", "H", "H", "H", "H", "H", "H", "H", "H"],
  "coordinates": [[1.830351, 0.445839, -2.770262], [1.096310, 1.152021, -1.742021], [0.365231, 0.406936, -0.853935], [-0.760397, -0.143123, -1.298698], [-1.430789, -0.672102, -0.098842], [-0.463368, -0.372182, 0.986357], [-0.826303, -0.613456, 2.733740], [0.562311, 0.410388, 0.517611], [2.088281, -0.642348, -2.357384], [1.280878, 0.259873, -3.901517], [2.776601, 1.042419, -2.971466], [0.632771, 2.112668, -2.147560], [-1.005722, -0.035310, -2.399707], [-2.427722, -1.018432, -0.039723], [-0.114000, -1.845667, 3.076093], [1.330324, 1.016471, 1.156122]],
  "atomic_forces_ev_per_a": [[0.4, -2.0, -1.9], [0.4, 3.7, -1.7], [1.3, 2.0, -0.6], [-3.3, -1.9, 2.4], [3.8, 1.9, -1.9], [-2.2, -0.3, 0.1], [1.1, -1.6, 0.0], [0.5, 0.0, 0.4], [-0.4, 2.5, -0.9], [1.1, 0.5, 3.1], [-1.1, -1.0, 0.1], [1.0, -3.4, 1.7], [0.2, -0.4, 1.8], [-0.5, -0.6, 0.2], [-1.0, 1.9, -0.9], [-1.4, -1.5, -2.0]],
  "mulliken_charge": [-0.681, -0.677, 0.497, -0.112, -0.634, -0.152, -0.290, -0.159, 0.277, 0.207, 0.283, 0.262, 0.294, 0.426, 0.141, 0.316],
  "largest_force_ev_per_a": 4.7,
  "energy_ev": -19126.68287,
  "e_homo_ha": -0.3121
}